[1]
# C7H30ClN14O12

A 9-piece molecular cluster, C7H30ClN14O12 overall at a distorted geometry (ωB97M-V with the def2-TZVPD basis set, the OMol25 dataset).

Results
LUMO	1.5	eV
charge	-1
M	537.9	g mol⁻¹
frontier orbital gap	0.26856	hartree

Structure (XYZ):
```
64
C7H30ClN14O12 ωB97M-V with the def2-TZVPD basis set
Cl 0.87015 -0.37459 0.75293
O -0.04289 -0.73728 -0.29359
O 0.64040 1.03737 1.12705
O 0.66876 -1.11089 1.92575
O 2.18398 -0.38905 0.18444
O 0.60037 2.09113 6.87547
H 1.04936 1.49014 7.46999
H 1.10623 2.04854 6.06397
C -4.55420 -6.53838 -0.00686
O -4.54818 -6.28636 -1.18519
N -4.91777 -7.65454 0.47964
N -4.16139 -5.72648 0.90369
H -4.77272 -7.86356 1.45708
H -5.21981 -8.35215 -0.18535
H -4.01982 -5.95080 1.87824
H -3.93857 -4.82417 0.50836
C 6.20457 -5.58411 3.18774
O 6.82208 -6.63140 3.35458
N 5.24274 -5.07593 4.00125
N 6.25211 -4.92634 2.05295
H 4.60717 -4.37375 3.65036
H 5.15650 -5.40896 4.95086
H 5.72085 -4.07075 1.97649
H 6.66987 -5.37846 1.25222
C -7.58644 1.34121 -3.45974
O -7.74307 0.55437 -2.58171
N -8.44233 2.04615 -4.11694
N -6.41765 1.55228 -3.87271
H -9.43704 2.02652 -3.94292
H -8.16430 2.77861 -4.75435
H -6.22631 2.21605 -4.60954
H -5.63509 1.16704 -3.36351
C -2.53559 7.93912 3.66022
O -2.29592 7.24145 4.56666
N -2.28323 7.61906 2.40754
N -3.04146 9.08916 3.68559
H -2.69250 8.20437 1.69339
H -1.73390 6.79842 2.19568
H -3.50238 9.44042 2.85838
H -3.20735 9.61261 4.53329
C 8.32274 0.21457 3.79818
O 9.18219 -0.09395 4.58289
N 8.39839 0.15641 2.47427
N 7.18817 0.80262 4.10892
H 7.65106 0.37930 1.83246
H 9.23517 -0.21528 2.04798
H 6.98797 0.97292 5.08412
H 6.59834 1.21792 3.40199
C 1.34967 -5.07359 -5.38742
O 1.67098 -5.94816 -6.15690
N 1.38135 -3.81524 -5.62240
N 0.54822 -5.39120 -4.41250
H 0.98492 -3.20752 -4.91980
H 1.84008 -3.41292 -6.42727
H 0.23092 -6.33553 -4.24616
H 0.25860 -4.67435 -3.76262
C -0.64043 5.88898 -3.90684
O 0.45495 6.22431 -3.44330
N -1.20868 6.43877 -4.96123
N -1.31293 4.82749 -3.61044
H -1.88565 5.83241 -5.40185
H -0.79562 7.25994 -5.37976
H -2.26323 4.77137 -3.94787
H -0.85245 4.14465 -3.02582
```



[2]
# C29H32NO2

A 2-piece molecular cluster, C29H32NO2 overall at a distorted geometry (ωB97M-V with the def2-TZVPD basis set, the OMol25 dataset).

Results
LUMO	-5.6	eV
charge	+1
M	426.6	g mol⁻¹
frontier orbital gap	0.13810	hartree

Structure (XYZ):
```
64
C29H32NO2 ωB97M-V with the def2-TZVPD basis set
C 2.50306 4.12621 1.31573
C 2.74454 3.47964 2.69421
C 1.44759 2.81748 3.06128
C 0.44976 3.18903 2.23820
N -0.90965 2.82508 2.35956
C -1.35413 2.01523 3.50661
C -2.75346 1.43874 3.28486
O -3.68017 2.44314 2.90373
C -3.29722 3.09090 1.70109
C -1.92585 3.75011 1.82918
C 0.96654 4.13285 1.18550
H 2.93707 5.13181 1.23519
H 2.95270 3.52200 0.51854
H 3.57693 2.76364 2.68727
H 2.98764 4.25034 3.43858
H 1.32520 2.14488 3.89055
H -0.63374 1.20692 3.66747
H -1.33609 2.64745 4.39862
H -2.75037 0.67672 2.49733
H -3.14884 0.96163 4.19072
H -3.30865 2.34299 0.90040
H -4.07869 3.82458 1.46601
H -1.97562 4.61190 2.50016
H -1.58845 4.12033 0.85651
H 0.56373 5.13582 1.37266
H 0.63149 3.82067 0.18901
C 7.09948 -2.87902 5.68503
C 6.21404 -2.71896 4.49810
C 5.19836 -3.63520 4.25011
C 4.35733 -3.48211 3.17673
C 4.48548 -2.39407 2.29137
C 3.55653 -2.29337 1.21398
C 3.29280 -1.24498 0.30654
C 3.83560 0.06197 0.39349
C 3.58312 1.00229 -0.56299
C 2.74701 0.72048 -1.65713
O 2.54792 1.66062 -2.69782
C 3.48507 1.68347 -3.76775
C 3.17457 1.08995 -4.99254
C 4.10267 1.04331 -6.00504
C 5.35289 1.60288 -5.82586
C 5.67256 2.20641 -4.62515
C 4.74954 2.25187 -3.60833
C 2.14124 -0.54715 -1.71628
C 2.40702 -1.49647 -0.77334
C 5.55679 -1.50904 2.52366
C 6.38910 -1.66615 3.60545
H 7.72693 -2.00085 5.83777
H 6.51183 -3.02041 6.59239
H 7.75674 -3.74199 5.57566
H 5.07592 -4.47481 4.91265
H 3.57778 -4.20165 2.99785
H 2.93848 -3.16680 1.07776
H 4.41313 0.33827 1.25415
H 4.04046 1.97345 -0.50415
H 2.20497 0.64471 -5.11836
H 3.86312 0.55677 -6.93655
H 6.08436 1.55152 -6.61528
H 6.65294 2.63108 -4.48494
H 4.99316 2.71672 -2.67179
H 1.48360 -0.76503 -2.53970
H 1.95322 -2.47090 -0.84602
H 5.77988 -0.74113 1.81001
H 7.19837 -0.97318 3.76293
```



[3]
# C52H158N34O22

A 22-piece molecular cluster, C52H158N34O22 overall at a distorted geometry (ωB97M-V with the def2-TZVPD basis set, the OMol25 dataset).

Results
LUMO	-0.4	eV
M	1612.1	g mol⁻¹
frontier orbital gap	0.28118	hartree

Structure (XYZ):
```
266
C52H158N34O22 ωB97M-V with the def2-TZVPD basis set
C 4.14334 0.18243 1.31616
C 3.98641 1.74536 1.05501
C 4.51695 1.93066 -0.41737
O 5.95010 1.71426 -0.43874
C 6.69863 2.89429 -0.11696
N 2.62178 2.19533 1.18149
H 5.16127 -0.20694 1.33328
H 3.64107 -0.43340 0.57012
H 3.68481 -0.08416 2.26841
H 4.54127 2.34049 1.78031
H 4.16764 2.87100 -0.84382
H 4.04298 1.12800 -0.98234
H 6.57046 3.31474 0.88048
H 6.53390 3.62271 -0.91091
H 7.73701 2.56745 -0.17221
H 2.48066 3.18679 1.05034
H 2.21252 2.04754 2.09295
C -5.58527 2.37350 7.10158
C -5.50906 2.27152 5.53155
C -4.15874 1.63550 5.11333
O -4.17735 1.25752 3.73101
C -3.27534 0.30156 3.21824
N -6.56013 1.39585 5.10994
H -6.54177 2.81794 7.37671
H -4.67123 2.84536 7.46208
H -5.58993 1.35766 7.49675
H -5.67501 3.23407 5.04773
H -3.98932 0.74750 5.72230
H -3.31151 2.25371 5.41016
H -3.43120 0.05232 2.16863
H -3.38004 -0.62596 3.78114
H -2.24094 0.60786 3.37413
H -6.29105 1.08248 4.18826
H -7.42868 1.90417 5.02430
C 4.59091 -0.90397 8.48532
C 3.57458 -0.39760 7.39525
C 2.86621 -1.46106 6.55102
O 1.98253 -0.80733 5.62053
C 1.59518 -1.44650 4.40955
N 2.59457 0.28208 8.10947
H 4.71528 -0.11067 9.22241
H 5.57889 -1.16972 8.10931
H 4.26397 -1.82008 8.97720
H 4.03890 0.39793 6.81247
H 2.32862 -2.18110 7.16798
H 3.62823 -2.04080 6.03011
H 1.41335 -2.48899 4.67078
H 2.35423 -1.46517 3.62750
H 0.64024 -1.10382 4.01112
H 1.68426 0.18489 7.68288
H 2.31316 -0.31443 8.87437
C -1.21096 -3.06190 2.71159
C -2.43325 -3.69643 2.00844
C -2.14216 -5.06694 1.30043
O -3.27526 -5.46637 0.56931
C -3.67930 -4.69854 -0.48835
N -3.51384 -3.94721 2.98295
H -0.83296 -3.68043 3.52562
H -1.60652 -2.13247 3.12119
H -0.43784 -2.80493 1.98746
H -2.86009 -2.95342 1.33476
H -1.91323 -5.82686 2.04757
H -1.28265 -4.95594 0.63935
H -4.04105 -3.71976 -0.17337
H -4.53162 -5.16741 -0.98009
H -2.91192 -4.46679 -1.22695
H -3.72138 -3.07525 3.44847
H -3.14336 -4.52405 3.72463
C -1.64780 -5.61419 -3.67522
C -3.06704 -6.05238 -3.67541
C -4.12419 -5.06176 -4.04861
O -5.36321 -5.73399 -4.07249
C -6.42963 -5.02480 -4.68292
N -3.08121 -7.06907 -4.70821
H -0.87157 -6.36268 -3.83438
H -1.40049 -5.21377 -2.69206
H -1.46575 -4.78123 -4.35429
H -3.38466 -6.66901 -2.83459
H -3.92358 -4.77255 -5.08021
H -4.12357 -4.12972 -3.48346
H -6.92524 -4.18670 -4.19295
H -7.24099 -5.74206 -4.80672
H -6.12090 -4.73744 -5.68801
H -2.72504 -7.96081 -4.39509
H -4.05516 -7.31424 -4.81509
C -3.24206 4.32584 -6.61958
C -2.32206 3.31349 -6.03492
C -1.61054 3.65566 -4.69932
O -0.72571 2.63325 -4.42544
C -0.56444 2.35072 -3.05730
N -3.09128 2.14378 -5.79192
H -2.79605 5.27535 -6.91554
H -4.07012 4.65072 -5.98961
H -3.77375 3.97116 -7.50254
H -1.52244 3.09295 -6.74208
H -2.38726 3.70085 -3.93593
H -1.06926 4.60011 -4.75527
H 0.02481 1.43536 -3.00249
H -1.50894 2.09956 -2.57467
H -0.12821 3.22589 -2.57575
H -3.63465 2.33090 -4.96136
H -2.43617 1.43954 -5.48376
C -6.65948 0.30719 1.17726
C -6.83476 -1.26282 1.06001
C -7.22308 -1.83214 -0.39951
O -7.24130 -3.33201 -0.42762
C -7.20716 -3.86982 -1.74365
N -5.60898 -1.83659 1.47834
H -5.86373 0.56732 0.47925
H -6.18417 0.66377 2.09105
H -7.58596 0.86162 1.02779
H -7.64645 -1.60804 1.70039
H -6.53722 -1.44422 -1.15265
H -8.22535 -1.47906 -0.64217
H -6.95738 -4.92560 -1.63850
H -6.45770 -3.39709 -2.37842
H -8.22032 -3.85958 -2.14552
H -5.26251 -1.51288 2.37012
H -4.99124 -1.44048 0.78437
C 3.25451 0.23046 -4.08058
C 2.84001 -1.26322 -4.20238
C 3.71745 -2.00466 -5.30609
O 3.45450 -1.40170 -6.54985
C 4.09455 -2.03518 -7.62907
N 2.83778 -1.75417 -2.84592
H 2.65481 0.83228 -3.39774
H 3.35375 0.76306 -5.02641
H 4.22680 0.27136 -3.58956
H 1.77900 -1.33685 -4.44098
H 3.46229 -3.06186 -5.37901
H 4.79238 -1.84432 -5.22293
H 3.45901 -2.89381 -7.84575
H 5.09968 -2.32852 -7.32613
H 4.15213 -1.49689 -8.57513
H 2.22795 -2.54477 -2.69376
H 3.71908 -2.22590 -2.70144
C -1.68566 5.16203 4.67465
C -0.29203 4.35982 4.80486
C -0.10097 3.25535 3.71377
O 1.19712 2.57273 3.59475
C 1.58764 2.08087 4.86186
N 0.71273 5.36172 4.50503
H -1.87031 5.41810 3.63137
H -1.80027 6.01321 5.34581
H -2.54346 4.52336 4.88531
H -0.19441 3.84933 5.76297
H -0.34768 3.71358 2.75604
H -0.91215 2.57047 3.96081
H 2.40934 1.36858 4.78734
H 0.74977 1.48017 5.21574
H 1.95042 2.89733 5.48627
H 1.57808 4.84250 4.46399
H 0.79736 6.01457 5.27101
C -4.42353 -0.12698 -2.48827
C -3.60540 -1.28228 -1.83056
C -2.44434 -1.69002 -2.80068
O -2.96354 -1.95004 -4.12273
C -2.07209 -1.53940 -5.16591
N -3.24496 -0.93469 -0.47464
H -3.78428 0.75427 -2.54173
H -5.28124 0.25421 -1.93408
H -4.74337 -0.43305 -3.48432
H -4.28500 -2.12565 -1.70819
H -1.87645 -2.54263 -2.42830
H -1.80359 -0.82944 -2.60849
H -2.41852 -1.89078 -6.13783
H -1.14636 -2.10074 -5.03939
H -2.07769 -0.45079 -5.22065
H -3.25340 0.05838 -0.29068
H -2.26823 -1.14108 -0.32128
C 1.03966 5.86988 0.89719
O 1.13431 6.19109 -0.21729
N 1.88053 5.20010 1.54401
N 0.01722 6.09801 1.64475
H 1.67748 5.24158 2.53252
H 2.79331 5.21605 1.11195
H -0.78604 6.61796 1.32143
H 0.05066 5.91003 2.63654
C 0.92424 -4.16950 -1.55088
O 0.84294 -3.75051 -2.66367
N 0.86217 -3.45384 -0.47365
N 1.25721 -5.37214 -1.26170
H 1.04318 -3.89332 0.41753
H 0.56429 -2.49102 -0.53952
H 1.19588 -5.72068 -0.31573
H 1.52246 -5.96091 -2.03828
C 1.41944 -5.71715 2.44088
O 1.45510 -4.72386 1.80175
N 0.72892 -6.77229 2.12378
N 2.04258 -5.91040 3.58702
H 0.04839 -6.94272 1.39720
H 0.87605 -7.62896 2.63815
H 2.41837 -5.11654 4.08570
H 2.06404 -6.74189 4.15997
C 2.48429 4.28938 -5.57202
O 3.08266 3.54021 -6.32367
N 1.91314 3.81100 -4.56448
N 2.37062 5.53607 -5.68442
H 1.88521 2.80533 -4.47525
H 1.68948 4.42955 -3.79802
H 2.76923 6.02107 -6.47562
H 1.94970 6.03729 -4.91519
C 0.39350 -0.03754 -0.40662
O -0.42321 -0.92680 -0.61470
N 0.18341 1.14181 0.09651
N 1.61315 -0.05749 -0.82065
H 0.91784 1.78303 0.36023
H -0.77650 1.31555 0.35824
H 2.26585 0.59409 -0.40892
H 1.94162 -0.82987 -1.38247
C -4.96780 3.87025 -3.10886
O -5.09289 2.99169 -3.92154
N -5.42654 5.08184 -3.34361
N -4.42181 3.74957 -1.97524
H -6.07621 5.06218 -4.11667
H -5.43610 5.73373 -2.57222
H -4.55553 4.53351 -1.35262
H -4.05342 2.85435 -1.68720
C 4.84530 -3.51269 2.30050
O 4.58882 -3.14294 3.40965
N 4.05938 -3.53104 1.27047
N 5.97420 -3.83223 1.84953
H 3.13240 -3.15879 1.41962
H 4.49635 -3.46102 0.36259
H 6.77116 -3.83643 2.46996
H 6.10028 -4.15091 0.89945
C 5.16849 3.91084 4.49899
O 5.69482 2.91960 4.95770
N 5.65451 5.08993 4.80828
N 4.32457 4.18361 3.50695
H 6.13717 5.00366 5.69129
H 5.16336 5.93449 4.55217
H 4.20348 5.13498 3.19021
H 3.97383 3.44607 2.91272
C 4.88733 5.93338 -0.53406
O 4.76612 5.89625 0.68146
N 6.06376 6.04588 -1.17666
N 3.88438 5.91527 -1.33373
H 6.13203 5.89271 -2.17264
H 6.82539 6.03405 -0.51342
H 2.95140 5.82423 -0.95777
H 3.93506 6.07540 -2.32967
C 6.85324 -0.84112 -2.54538
O 6.77479 -1.66244 -3.43988
N 7.71462 0.18897 -2.41989
N 6.02634 -0.79891 -1.54791
H 7.59232 0.83969 -1.65719
H 8.32791 0.41308 -3.19044
H 6.32186 -0.04023 -0.95027
H 5.23217 -1.42270 -1.53095
C 5.05184 -4.46037 -1.90299
O 5.05591 -3.54259 -1.08269
N 5.74257 -4.43325 -3.03156
N 4.26719 -5.49400 -1.88862
H 6.42656 -3.69152 -3.07739
H 5.59179 -5.14692 -3.73016
H 4.43778 -6.20333 -2.58708
H 3.45284 -5.49374 -1.29117
C -2.74078 3.22587 1.08122
O -2.53300 2.20500 0.47458
N -3.26539 3.32140 2.22163
N -2.37763 4.38712 0.71111
H -3.67037 2.55552 2.74078
H -3.54338 4.25989 2.47075
H -1.68423 4.45689 -0.01993
H -2.74358 5.18063 1.21759
```



[4]
# C5H8N2

A 2-piece molecular cluster, C5H8N2 overall (ωB97M-V with the def2-TZVPD basis set, the OMol25 dataset).

Results
LUMO	1.2	eV
SMILES	N[C@@H]1C=N1.C1=CC1
M	96.1	g mol⁻¹
frontier orbital gap	0.36161	hartree

Structure (XYZ):
```
15
C5H8N2 ωB97M-V with the def2-TZVPD basis set
N -1.55008 -0.48407 -1.02790
C -1.34067 -0.45075 0.35943
C -0.29634 -1.12588 1.06594
N -1.31485 -1.77963 1.35889
H -2.52061 -0.55197 -1.30061
H -0.94930 -1.08325 -1.57731
H -1.88603 0.36538 0.82626
H 0.77235 -1.05219 1.26230
C 0.58446 1.35360 0.03806
C 1.59822 0.89572 0.69626
C 1.52220 0.50434 -0.74766
H -0.24355 2.03482 -0.03870
H 2.19049 0.89421 1.59515
H 1.25008 -0.51870 -1.05032
H 2.18363 0.99837 -1.45979
```